DFT (ωB97M-V/def2-TZVPD) results for a cluster of 11 separate species, C40H100ClF3INO15P in total in a non-equilibrium geometry.

Output
HOMO level   -0.175 Eh
Energy relative to the best compared isomer or geometry (same formula, charge and spin)   0.0000 eV
Largest force on an atom   3.73 eV/Å
Orbital gap   6.86 eV
Charge   -1

The geometry in XYZ format:
```
162
C40H100ClF3INO15P | the Open Molecules 2025 dataset | ωB97M-V/def2-TZVPD
C -1.8384 2.6785 5.6391
C -1.1582 1.2701 5.6869
O -0.5516 0.9791 4.4505
C -0.0597 -0.3796 4.4255
C -0.4895 -1.0888 3.0758
C -2.0351 -1.2029 3.1956
C -2.7516 -1.8274 1.9517
O -3.4978 -0.8463 1.2130
O -0.2152 -0.3474 1.9235
P 1.3176 -0.7547 1.2307
I 0.2845 -2.2689 -0.5666
C 2.2390 0.5794 2.2393
C 2.9576 1.6541 1.3832
O 3.7573 1.1333 0.3262
C 1.9915 2.7696 0.8191
F 2.3915 4.0232 1.1815
F 0.7065 2.5570 1.0978
F 2.0757 2.7522 -0.5563
O 1.5357 -2.0549 2.3827
C 0.3892 -2.3999 3.0988
N 0.9273 -2.8205 4.4070
Cl -0.4211 -3.9666 2.4780
H -2.4368 2.6992 4.7077
H -2.5259 2.7861 6.4962
H -1.0611 3.4628 5.6405
H -1.9749 0.5460 5.9112
H -0.4263 1.3028 6.5270
H 1.0439 -0.2929 4.4411
H -0.4517 -0.9058 5.3120
H -2.4100 -0.1588 3.2740
H -2.3059 -1.6921 4.1522
H -3.4832 -2.5723 2.3400
H -2.0527 -2.2917 1.2370
H -4.0018 -0.3371 1.8561
H 1.2312 0.2205 0.1869
H 2.5905 -1.1440 0.6993
H 3.0172 0.1402 2.9042
H 1.5332 1.1279 2.8975
H 3.6518 2.1916 2.0675
H 4.5326 1.7188 0.2954
H 0.1151 -3.1001 4.9643
H 1.4172 -3.6995 4.2512
C 6.7903 1.8618 3.8895
C 7.4094 2.1183 2.5260
C 8.6685 2.9646 2.6389
O 6.4589 2.7741 1.6892
H 6.5017 2.8025 4.3694
H 5.8843 1.2611 3.7911
H 7.4866 1.3367 4.5465
H 7.6484 1.1677 2.0462
H 8.4402 3.9412 3.0763
H 9.0966 3.1486 1.6516
H 9.4203 2.4730 3.2594
H 6.2324 3.6161 2.0989
C -3.7066 1.5974 -2.0135
C -4.7904 0.7192 -2.6174
C -6.1211 0.9176 -1.9074
O -4.4025 -0.6491 -2.5311
H -3.5471 1.3456 -0.9614
H -2.7558 1.4398 -2.5247
H -3.9694 2.6559 -2.0823
H -4.9030 0.9529 -3.6793
H -6.0417 0.6460 -0.8511
H -6.8892 0.2754 -2.3437
H -6.4532 1.9566 -1.9761
H -4.2961 -0.8690 -1.5964
C -4.9550 -1.2870 -8.0196
C -4.7381 0.1565 -7.5934
C -3.2740 0.4294 -7.2827
O -5.5321 0.4408 -6.4418
H -4.6649 -1.9732 -7.2193
H -6.0103 -1.4691 -8.2304
H -4.3739 -1.5278 -8.9122
H -5.0749 0.8270 -8.3877
H -2.9294 -0.2011 -6.4587
H -3.1354 1.4663 -6.9699
H -2.6425 0.2401 -8.1531
H -5.2414 -0.1456 -5.7328
C 1.3779 5.9482 -3.5922
C 0.7122 6.6145 -2.3971
C 1.7473 7.1288 -1.4129
O -0.1404 5.6918 -1.7325
H 1.9785 5.0924 -3.2717
H 0.6260 5.5689 -4.2865
H 2.0254 6.6478 -4.1259
H 0.0805 7.4359 -2.7427
H 2.3502 6.3000 -1.0315
H 1.2602 7.5928 -0.5534
H 2.4134 7.8624 -1.8733
H 0.4074 4.9614 -1.4183
C 7.6419 -2.8251 3.3489
C 6.8066 -2.2631 4.4906
C 6.4922 -3.3349 5.5238
O 5.5925 -1.7196 3.9795
H 7.1014 -3.6204 2.8301
H 7.8546 -2.0512 2.6096
H 8.5887 -3.2299 3.7111
H 7.3443 -1.4404 4.9682
H 5.9135 -4.1465 5.0737
H 5.8871 -2.9212 6.3326
H 7.4062 -3.7546 5.9502
H 5.1030 -2.4320 3.5525
C 7.5839 -5.4638 -0.8843
C 7.7884 -4.1339 -0.1761
C 8.1463 -3.0289 -1.1576
O 8.8253 -4.2620 0.8009
H 8.5018 -5.7790 -1.3930
H 7.3340 -6.2433 -0.1648
H 6.7854 -5.4006 -1.6173
H 6.8777 -3.8638 0.3624
H 9.0824 -3.2605 -1.6753
H 8.2960 -2.0835 -0.6326
H 7.3612 -2.8926 -1.9032
H 9.6356 -4.4992 0.3386
C -4.2593 -6.2854 4.9370
C -4.6355 -4.8349 5.1992
C -5.3659 -4.2315 4.0097
O -3.4600 -4.0779 5.4796
H -3.5874 -6.3604 4.0775
H -3.7298 -6.7043 5.7947
H -5.1442 -6.8948 4.7410
H -5.2685 -4.7746 6.0871
H -4.7303 -4.2422 3.1205
H -5.6228 -3.1890 4.2067
H -6.2831 -4.7813 3.7877
H -2.8874 -4.1202 4.7030
C 2.6004 -7.3217 -1.6412
C 3.8878 -7.4219 -0.8397
C 3.6267 -7.2153 0.6448
O 4.8220 -6.4441 -1.2956
H 2.1582 -6.3296 -1.5254
H 2.7936 -7.4626 -2.7064
H 1.8741 -8.0698 -1.3169
H 4.3464 -8.4003 -0.9996
H 3.2087 -6.2216 0.8290
H 4.5589 -7.2809 1.2102
H 2.9302 -7.9618 1.0318
H 4.4277 -5.5742 -1.1572
C -5.3984 3.8561 -9.6659
C -6.0260 4.5786 -8.4835
C -4.9633 5.1200 -7.5391
O -6.8859 3.6888 -7.7772
H -4.8067 3.0004 -9.3281
H -6.1713 3.4658 -10.3305
H -4.7495 4.5221 -10.2387
H -6.6483 5.3997 -8.8452
H -4.3583 4.3056 -7.1306
H -5.4273 5.6285 -6.6925
H -4.3010 5.8232 -8.0486
H -6.3547 2.9532 -7.4460
C -8.7072 6.1866 -1.1095
C -8.3205 5.2779 0.0477
C -6.8285 4.9844 0.0450
O -9.0525 4.0558 -0.0368
H -8.4765 5.7117 -2.0674
H -9.7811 6.3826 -1.1001
H -8.1777 7.1401 -1.0582
H -8.6000 5.7488 0.9922
H -6.5361 4.4706 -0.8752
H -6.5663 4.3256 0.8742
H -6.2436 5.9021 0.1305
H -8.8158 3.6267 -0.8661
```

Mulliken population analysis, charges in e, atoms 1 to 99: number 1, C, carries -1.31; number 2, C, carries -0.23; number 3, O, carries -0.20; number 4, C, carries -1.99; number 5, C, carries 1.19; number 6, C, carries -0.90; number 7, C, carries 0.46; number 8, O, carries -0.43; number 9, O, carries -0.38; number 10, P, carries -0.43; number 11, I, carries -0.38; number 12, C, carries -0.84; number 13, C, carries 0.24; number 14, O, carries -0.61; number 15, C, carries 0.67; number 16, F, carries -0.33; number 17, F, carries -0.21; number 18, F, carries -0.33; number 19, O, carries -0.50; number 20, C, carries 1.12; number 21, N, carries -0.71; number 22, Cl, carries -0.22; number 23, H, carries 0.29; number 24, H, carries 0.37; number 25, H, carries 0.30; number 26, H, carries 0.25; number 27, H, carries 0.35; number 28, H, carries 0.49; number 29, H, carries 0.68; number 30, H, carries 0.24; number 31, H, carries 0.25; number 32, H, carries -0.53; number 33, H, carries 0.15; number 34, H, carries 0.28; number 35, H, carries 0.15; number 36, H, carries 0.18; number 37, H, carries 0.38; number 38, H, carries 0.21; number 39, H, carries 0.29; number 40, H, carries 0.38; number 41, H, carries 0.25; number 42, H, carries 0.33; number 43, C, carries -1.11; number 44, C, carries 0.56; number 45, C, carries -1.41; number 46, O, carries -0.48; number 47, H, carries 0.40; number 48, H, carries 0.14; number 49, H, carries 0.35; number 50, H, carries 0.16; number 51, H, carries 0.36; number 52, H, carries 0.34; number 53, H, carries 0.38; number 54, H, carries 0.33; number 55, C, carries -1.19; number 56, C, carries 0.75; number 57, C, carries -1.24; number 58, O, carries -0.54; number 59, H, carries 0.16; number 60, H, carries 0.34; number 61, H, carries 0.38; number 62, H, carries 0.13; number 63, H, carries 0.27; number 64, H, carries 0.36; number 65, H, carries 0.25; number 66, H, carries 0.33; number 67, C, carries -1.51; number 68, C, carries 0.76; number 69, C, carries -1.23; number 70, O, carries -0.50; number 71, H, carries 0.36; number 72, H, carries 0.35; number 73, H, carries 0.40; number 74, H, carries 0.04; number 75, H, carries 0.39; number 76, H, carries 0.25; number 77, H, carries 0.40; number 78, H, carries 0.30; number 79, C, carries -1.14; number 80, C, carries 0.33; number 81, C, carries -1.11; number 82, O, carries -0.50; number 83, H, carries 0.25; number 84, H, carries 0.31; number 85, H, carries 0.37; number 86, H, carries 0.28; number 87, H, carries 0.22; number 88, H, carries 0.30; number 89, H, carries 0.37; number 90, H, carries 0.31; number 91, C, carries -1.13; number 92, C, carries 0.55; number 93, C, carries -1.52; number 94, O, carries -0.34; number 95, H, carries 0.21; number 96, H, carries 0.23; number 97, H, carries 0.39; number 98, H, carries 0.24; number 99, H, carries 0.34